# C4H5NO2

An isolated molecule of C4H5NO2 in a non-equilibrium geometry (ωB97M-V/def2-TZVPD, OMol25).

Last column: Mulliken charge in e.
Positions of all 12 atoms, in Å:
O: 1.6863 -0.3807 -1.4707  -0.456
O: -1.5014 -1.6914 -0.9086  -0.534
N: 0.6024 1.9424 1.6083  -0.378
C: -0.4516 -0.1090 0.6899  -0.638
C: 0.2502 0.7134 1.2857  -0.030
C: 0.7672 -1.1342 -1.2804  0.063
C: -0.5593 -0.6959 -0.6286  0.787
H: -0.9463 0.3346 -0.9015  0.102
H: -2.1893 -1.6246 -0.2375  0.330
H: 0.2678 2.7085 1.0407  0.204
H: 0.8381 -2.2147 -1.5524  0.336
H: 1.2358 2.1514 2.3552  0.213

Atoms 1-6, force components in eV/Å:
-0.4 -0.3 0.1
-0.2 -0.2 0.4
0.1 0.1 0.2
0.8 -0.5 1.3
-0.6 0.2 -0.3
0.2 0.6 0.0

Results
Energy above the lowest of the compared OMol25 structures with the same formula, charge and spin: 88.0 kcal per mole
Electronic energy: -9810.50065 eV
Molecular weight: 99.089 g mol⁻¹
Orbital gap: 0.353 hartree
Highest occupied orbital energy: -0.327 Ha